A cluster of 2 separate species, C3H5Cl2P in total, computed with ωB97M-V/def2-TZVPD.

Output
relative energy (zero: lowest compared OMol25 entry of this formula, charge and spin): 4.939 eV
HOMO (spin up / spin down): -9.2 / -10.0 eV

Structure (ORCA input):
```
! RIJCOSX wB97M-V def2-TZVPD def2/J DEFGRID3
* xyz 0 1
C -0.786 0.510 0.872
C -0.577 -0.098 -0.458
C -1.941 -0.087 0.061
P 0.559 -1.264 -1.233
Cl -3.140 1.221 -0.630
Cl -2.802 -1.548 0.416
H -0.563 -0.121 1.730
H -0.693 1.575 1.123
H -0.775 1.353 -2.268
H 0.714 -1.996 -0.189
H 1.674 -0.595 -0.766
*
```